C32H31N2OP2S5SeY | ωB97M-V/def2-TZVPD

The geometry in XYZ format:
```
75
Properties=species:S:1:pos:R:3:forces:R:3
Y 0.5961 -0.1689 0.0325 0.429 -0.340 1.141
S 0.9030 -2.5747 -2.1345 -0.122 -0.054 0.700
P 0.5811 -0.8694 -3.0914 0.931 0.585 -0.353
C 1.0580 0.5211 -2.1844 -1.796 0.030 -0.966
P -0.0938 1.8037 -2.2339 1.135 0.275 -0.595
S -1.8476 1.7096 -1.3116 -0.123 -0.254 0.362
C -0.3789 2.4022 -3.9522 0.027 -0.120 -0.120
C 0.7483 2.5814 -4.7551 -0.103 -0.032 0.012
C 0.6139 2.9319 -6.0874 0.032 0.026 -0.019
C -0.6545 3.1176 -6.6283 0.008 -0.007 -0.055
C -1.7754 2.9592 -5.8290 -0.073 0.008 -0.043
C -1.6404 2.5942 -4.4950 0.049 0.134 0.032
C 0.8291 3.2687 -1.6207 -0.175 0.182 -0.151
C 0.1446 4.4768 -1.5037 0.110 -0.037 0.074
C 0.8220 5.6357 -1.1594 -0.122 -0.008 -0.050
C 2.1926 5.5909 -0.9336 0.127 0.004 0.002
C 2.8716 4.3848 -1.0294 0.009 0.119 0.013
C 2.1943 3.2221 -1.3740 -0.008 -0.022 0.009
C 1.6797 -0.9648 -4.5756 0.058 -0.013 0.005
C 2.8791 -0.2609 -4.5302 -0.057 0.082 -0.061
C 3.7913 -0.3442 -5.5720 0.051 -0.034 -0.080
C 3.5142 -1.1361 -6.6777 0.033 -0.005 0.017
C 2.3383 -1.8740 -6.7135 -0.010 -0.057 -0.054
C 1.4351 -1.8008 -5.6634 0.036 0.002 0.069
C -1.0991 -0.9287 -3.8360 0.010 0.046 0.162
C -2.1378 -1.3321 -2.9955 0.018 -0.027 -0.068
C -3.4380 -1.3936 -3.4678 0.011 -0.065 0.054
C -3.7145 -1.0648 -4.7878 -0.043 0.025 -0.040
C -2.6896 -0.6515 -5.6243 -0.031 0.020 -0.109
C -1.3884 -0.5688 -5.1485 0.001 0.032 0.119
H 1.7248 2.4192 -4.3137 0.033 -0.018 -0.066
H 1.4939 3.0546 -6.7085 0.000 -0.016 0.006
H -0.7651 3.3744 -7.6761 0.001 0.024 0.012
H -2.7645 3.1012 -6.2506 0.003 -0.016 0.002
H -2.5108 2.4487 -3.8658 0.011 -0.062 0.018
H -0.9265 4.4782 -1.6716 -0.009 0.077 0.012
H 0.2840 6.5737 -1.0690 0.006 0.005 -0.024
H 2.7361 6.4980 -0.6902 -0.029 -0.002 0.054
H 3.9367 4.3535 -0.8310 -0.009 -0.048 0.011
H 2.7063 2.2689 -1.4143 -0.040 -0.026 -0.019
H 3.0742 0.3535 -3.6578 -0.032 0.024 -0.004
H 4.7253 0.2046 -5.5233 -0.024 0.027 0.018
H 4.2165 -1.1916 -7.5020 0.005 -0.008 0.012
H 2.1340 -2.5184 -7.5616 -0.031 0.008 0.011
H 0.5356 -2.4041 -5.6782 -0.005 -0.003 -0.032
H -1.9159 -1.6026 -1.9688 -0.042 -0.034 0.003
H -4.2344 -1.7069 -2.8038 0.010 0.024 0.015
H -4.7310 -1.1207 -5.1619 0.006 -0.009 0.002
H -2.8997 -0.3829 -6.6538 -0.008 0.028 0.014
H -0.6026 -0.2101 -5.8004 0.005 0.028 -0.019
S -1.4014 -2.9507 3.5377 -0.132 -0.150 0.276
C -0.6914 -2.1099 2.2867 0.006 0.036 -0.106
S -1.6592 -1.2826 1.0998 -0.274 -0.042 -0.220
S 1.0182 -1.9802 2.1053 0.179 -0.064 -0.112
C -2.6640 1.6079 2.5311 -0.068 -0.291 -0.090
N -2.1803 2.9668 2.6488 0.042 0.275 0.106
C -2.9142 4.0314 3.1179 -0.029 0.092 0.051
C -2.0951 5.1040 3.1484 -0.061 0.029 0.002
N -0.8675 4.6792 2.6829 -0.022 -0.058 0.115
C 0.3393 5.4684 2.6140 0.182 0.044 -0.148
C -0.9133 3.3581 2.3751 0.038 -0.443 -0.322
Se 0.5250 2.3408 1.7163 -0.209 0.643 0.681
H -3.5403 1.4827 3.1657 -0.005 0.074 -0.008
H -1.8912 0.9142 2.8498 0.061 -0.019 -0.023
H -2.9103 1.3696 1.4991 0.043 0.004 -0.026
H -3.9491 3.9315 3.3924 0.010 -0.002 -0.014
H -2.2740 6.1213 3.4480 0.004 -0.018 -0.003
H 0.1620 6.4303 3.0924 -0.061 0.009 0.005
H 0.6404 5.6142 1.5751 -0.001 -0.031 0.039
H 1.1458 4.9412 3.1233 -0.011 0.008 -0.012
C 3.3154 0.5376 1.6975 -0.062 0.170 -0.009
O 2.3828 0.8808 0.7260 -0.071 -0.789 -0.271
H 2.8611 -0.0090 2.5352 0.067 0.009 0.028
H 3.7932 1.4381 2.1222 0.057 -0.023 -0.040
H 4.1099 -0.1031 1.2811 0.054 0.040 0.061
```
Forces are in eV/Å.

Its charge is -2. The calculation puts the orbital gap at 5.544 eV. The total energy is -6536.39746 hartree.



C32H31N6O10RuS3 | ωB97M-V/def2-TZVPD

The geometry in XYZ format:
```
83
Properties=species:S:1:pos:R:3:forces:R:3
Ru -0.8721 0.2041 0.8990 0.268 0.050 0.134
O -0.7005 -1.5641 1.7633 -0.059 0.041 0.081
S -1.5253 -1.4856 3.0814 -0.141 -0.021 0.126
O -2.4296 -2.5831 3.1720 0.099 -0.003 -0.026
O -2.0791 -0.1373 3.1072 -0.050 -0.089 -0.068
C -0.3364 -1.6103 4.3748 0.063 -0.006 -0.033
C -0.6901 -2.4440 5.4254 0.007 -0.008 -0.016
C 0.1230 -2.5284 6.5456 -0.025 -0.021 0.015
C 1.2803 -1.7761 6.6117 0.031 0.015 0.004
C 1.6365 -0.9441 5.5587 -0.016 -0.016 -0.015
C 0.8389 -0.8547 4.4286 -0.050 0.090 0.025
S 1.5188 0.1579 3.1169 0.116 -0.066 0.020
O 2.3659 1.1179 3.7685 -0.033 -0.007 -0.003
O 2.1517 -0.7573 2.2013 -0.027 0.052 0.003
O 0.3604 0.8798 2.4674 -0.112 0.049 -0.097
H -1.6044 -3.0156 5.3579 -0.001 -0.001 -0.001
H -0.1586 -3.1769 7.3637 0.001 -0.003 0.000
H 1.9162 -1.8293 7.4850 -0.001 0.000 0.003
H 2.5375 -0.3502 5.6045 0.003 0.002 0.011
C -5.1719 -2.4772 -3.6841 -0.006 0.003 0.004
C -3.9707 -2.4518 -2.8011 -0.041 0.023 -0.031
C -2.8973 -3.2865 -2.9088 0.044 0.001 0.003
C -1.8541 -3.1648 -1.9739 -0.029 -0.006 0.037
N -1.8887 -2.2740 -0.9886 0.007 0.009 0.066
C -2.9319 -1.4681 -0.8963 -0.006 -0.012 0.018
S -3.1436 -0.3171 0.3663 -0.009 -0.093 -0.191
N -3.9481 -1.5490 -1.7932 -0.059 -0.026 0.035
C -0.6760 -4.0736 -2.0401 -0.024 0.003 0.001
H -4.9008 -2.7963 -4.6874 0.003 -0.013 0.003
H -5.6485 -1.4992 -3.7408 0.008 0.006 -0.011
H -5.9004 -3.1873 -3.2886 -0.006 0.009 0.006
H -2.8576 -4.0267 -3.6942 0.004 0.001 -0.003
H -4.7084 -0.8872 -1.6973 -0.006 -0.007 0.002
H -0.3019 -4.1491 -3.0613 0.001 -0.005 -0.005
H -0.9760 -5.0758 -1.7246 -0.016 -0.002 -0.008
H 0.1054 -3.7151 -1.3803 0.010 -0.007 -0.005
C -1.5275 2.0777 -3.5942 0.061 0.044 0.046
C -0.9724 0.6871 -3.4417 -0.083 0.087 0.028
C -0.0296 0.2042 -4.5134 -0.034 -0.005 -0.002
O -1.2892 -0.0181 -2.5082 0.053 -0.021 -0.214
H -0.7152 2.7978 -3.7144 -0.005 0.001 -0.017
H -2.1293 2.3417 -2.7274 -0.001 -0.008 0.008
H -2.1315 2.1364 -4.5023 -0.005 -0.003 -0.002
H -0.5228 0.2516 -5.4866 -0.007 -0.025 -0.001
H 0.2990 -0.8111 -4.3057 0.009 -0.003 0.011
H 0.8349 0.8665 -4.5771 0.001 0.020 -0.020
C 4.4957 1.5304 1.2052 0.018 0.006 -0.002
O 3.5164 1.6544 0.1669 0.014 0.013 0.004
C 2.5578 2.5861 0.3108 -0.026 -0.005 -0.013
C 2.2957 3.2969 1.4782 -0.006 -0.005 -0.005
C 1.3181 4.2769 1.4861 0.009 0.003 -0.001
C 0.5911 4.5803 0.3413 0.008 0.007 -0.023
C 0.8393 3.8750 -0.8210 0.021 0.014 0.024
C 1.8011 2.8766 -0.8289 0.037 -0.019 -0.001
N 2.1645 2.2999 -2.0840 0.005 -0.037 0.005
C 2.5790 1.1051 -2.4323 -0.024 0.040 0.035
C 2.5240 -0.1736 -1.8316 -0.003 -0.044 -0.119
C 3.3935 -1.1301 -2.4235 -0.015 0.002 0.020
C 3.4524 -2.4170 -1.9756 -0.018 0.003 0.025
C 2.5936 -2.8034 -0.9309 0.062 0.006 -0.004
C 1.7031 -1.9273 -0.3689 0.031 0.077 0.060
C 1.6403 -0.5856 -0.7960 -0.030 -0.032 0.005
O 0.7646 0.2525 -0.3184 -0.155 -0.061 -0.035
H 5.2158 0.8055 0.8375 -0.001 0.002 0.001
H 4.0470 1.1691 2.1267 -0.010 -0.006 -0.002
H 4.9862 2.4912 1.3725 0.006 -0.004 -0.006
H 2.8340 3.0647 2.3842 -0.005 0.002 -0.001
H 1.1203 4.8077 2.4073 0.007 0.001 -0.001
H -0.1554 5.3633 0.3535 -0.001 -0.001 0.001
H 0.2911 4.0935 -1.7302 -0.003 0.006 -0.002
H 2.2985 3.0015 -2.8000 -0.005 -0.001 -0.003
H 3.0504 1.1114 -3.4111 0.020 0.016 0.005
H 4.0431 -0.8093 -3.2295 -0.009 0.010 -0.011
H 4.1433 -3.1233 -2.4126 -0.005 -0.010 0.001
H 2.6320 -3.8219 -0.5632 -0.001 0.003 0.007
H 1.0549 -2.2298 0.4393 -0.004 -0.026 -0.005
O -1.2437 1.9900 0.3594 0.209 0.128 0.249
N -2.4272 2.6187 0.3619 -0.138 -0.127 -0.194
C -2.6992 3.2825 1.4221 0.137 0.017 0.100
C -1.8520 3.3708 2.5847 0.029 -0.004 -0.067
N -1.1720 3.4919 3.5004 -0.044 -0.016 0.035
C -3.9418 4.0070 1.4224 -0.050 0.001 -0.010
N -4.9348 4.5806 1.4295 0.001 0.015 0.005
```
Forces are in eV/Å.

Its charge is +1. The calculation puts the orbital gap (alpha / beta) at 6.840 / 5.954 eV. As for the spin multiplicity: 5. The total energy is -3608.04674 hartree.



C32H32Cl2N3O3PTa | ωB97M-V/def2-TZVPD

The geometry in XYZ format:
```
74
Properties=species:S:1:pos:R:3:forces:R:3
Ta -0.0845 0.5989 0.0161 -0.269 -0.511 0.046
C -2.9221 2.0725 0.7908 0.079 0.081 -0.001
O -2.0471 0.8909 0.8898 -0.300 0.084 0.053
C -2.3705 0.0108 1.9701 0.130 -0.108 0.037
C -3.6552 -0.2288 2.4048 0.045 -0.018 0.008
C -3.8063 -1.1159 3.4661 -0.039 0.017 -0.015
C -2.7044 -1.7270 4.0534 0.024 -0.021 0.022
C -1.4189 -1.4660 3.6055 -0.026 0.060 -0.048
C -1.2584 -0.5861 2.5446 -0.134 0.027 0.008
N -0.0394 -0.1625 1.9684 -0.015 0.017 -0.044
N 1.0320 -0.3159 2.6787 0.086 0.006 0.037
C 2.1749 0.2926 2.3877 0.078 -0.004 0.024
C 2.2956 1.4023 1.4789 -0.046 0.261 -0.108
O 1.2100 1.7331 0.7385 0.298 0.192 0.113
C 3.4243 2.1863 1.4091 -0.028 -0.139 0.140
C 4.5082 1.8477 2.2085 -0.018 0.034 -0.049
C 4.4927 0.7609 3.0976 0.028 -0.042 0.052
C 5.6293 0.4702 3.8875 -0.031 -0.010 -0.009
C 5.6047 -0.5824 4.7641 -0.002 0.011 -0.010
C 4.4498 -1.3698 4.8680 0.013 -0.005 0.009
C 3.3279 -1.1135 4.1038 -0.012 0.035 -0.026
C 3.3253 -0.0396 3.2149 0.055 0.003 0.017
H -3.0997 2.4392 1.7986 0.004 -0.005 -0.012
H -2.3834 2.8177 0.2106 -0.037 -0.030 -0.012
H -3.8493 1.7894 0.3018 0.004 -0.006 -0.007
H -4.5194 0.2502 1.9657 0.003 0.009 -0.014
H -4.7995 -1.3241 3.8387 -0.008 -0.002 0.002
H -2.8510 -2.4095 4.8790 -0.001 -0.004 0.001
H -0.5559 -1.9207 4.0699 0.013 0.001 -0.002
H 3.4515 3.0421 0.7508 -0.012 0.008 -0.017
H 5.4075 2.4499 2.1487 0.002 0.004 -0.004
H 6.5110 1.0902 3.7893 0.003 0.005 0.003
H 6.4668 -0.8086 5.3755 0.008 0.005 -0.004
H 4.4382 -2.1988 5.5632 -0.008 -0.003 0.002
H 2.4559 -1.7435 4.1976 -0.013 -0.003 -0.005
Cl 3.9495 -1.8124 -1.4922 -0.001 0.025 0.009
C 2.3744 -2.4548 -1.4922 -0.136 -0.049 0.027
C 2.1384 -3.7732 -1.9490 -0.021 0.013 0.015
C 0.8756 -4.3039 -1.9596 0.002 0.002 -0.009
Cl 0.6243 -5.8982 -2.5170 0.010 0.009 0.002
C -0.2478 -3.5391 -1.5088 0.050 0.073 0.033
C -1.5823 -3.9673 -1.4781 0.016 0.004 -0.011
C -2.5598 -3.1026 -1.0252 0.004 0.032 0.013
C -2.2125 -1.8280 -0.5961 -0.026 -0.033 -0.008
N -0.9497 -1.3802 -0.5966 -0.109 -0.001 -0.056
C 0.0126 -2.2358 -1.0553 0.195 -0.092 -0.076
C 1.3084 -1.7096 -1.0553 0.002 -0.069 -0.013
O 1.3705 -0.4286 -0.6004 0.109 0.001 -0.125
H 2.9778 -4.3619 -2.2930 -0.004 -0.010 -0.005
H -1.8373 -4.9644 -1.8134 -0.006 -0.007 0.005
H -3.5972 -3.4032 -0.9969 -0.004 0.003 0.000
H -2.9755 -1.1497 -0.2432 -0.014 0.019 0.019
C -0.7503 4.1597 -1.6366 -0.015 0.016 0.067
C -0.3437 3.1290 -2.6853 0.003 -0.034 -0.108
P -1.0028 1.4597 -2.3586 0.044 0.131 -0.034
C -0.2805 0.3008 -3.5863 -0.034 -0.005 -0.007
C 0.0122 0.9069 -4.9624 -0.002 0.027 0.005
C -2.8113 1.4965 -2.6146 -0.001 0.014 0.034
C -3.2492 1.6291 -4.0748 0.019 -0.003 -0.018
H -0.2799 5.1178 -1.8505 -0.009 0.003 -0.025
H -0.4264 3.8736 -0.6293 0.009 -0.003 -0.007
H -1.8279 4.3295 -1.6246 0.005 -0.004 0.002
H 0.7443 3.0394 -2.7486 -0.001 -0.017 0.021
H -0.6827 3.4293 -3.6800 0.004 -0.010 0.011
H -0.9890 -0.5304 -3.6628 0.006 -0.004 0.004
H 0.6396 -0.1107 -3.1651 0.005 0.022 0.022
H -0.8817 1.2980 -5.4419 0.012 0.010 -0.006
H 0.4253 0.1350 -5.6099 -0.007 -0.013 0.003
H 0.7493 1.7059 -4.8996 0.008 0.000 -0.002
H -3.1993 2.3360 -2.0340 0.018 -0.008 0.030
H -3.2224 0.5829 -2.1749 0.008 0.006 0.005
H -2.8376 2.5223 -4.5436 -0.003 0.006 -0.005
H -4.3341 1.7104 -4.1162 -0.006 0.000 0.006
H -2.9615 0.7603 -4.6642 -0.005 -0.004 -0.002
```
Forces are in eV/Å.

Its charge is +3. The calculation puts the orbital gap at 5.671 eV. The total energy is -2946.52351 hartree.



In the order shown, the computed energy relative to the best compared isomer or geometry (same formula, charge and spin) values come out to 28.4, 15.7, 0.8 kcal per mole.
In the order shown, the computed strongest force on any atom values come out to 2.0, 0.3, 0.6 eV Å⁻¹.
In the order shown, the computed M values come out to 849.76, 856.90, 789.45 g mol⁻¹.